1.
DFT (ωB97M-V/def2-TZVPD) results for a cluster of 2 separate species, C4H11N3 in total.

Values from the calculation:
LUMO (eV): 0.95
SMILES string: [H]/N=C/N.C=CCN
M (g mol⁻¹): 101.15
ΔE to the lowest compared entry with this formula, charge and spin (eV): 2.4211
HOMO-LUMO gap (eV): 10.31

Geometry as ORCA input:
```
! RIJCOSX wB97M-V def2-TZVPD def2/J DEFGRID3
* xyz 0 1
N -0.86649 0.07016 -3.34218
C -1.48881 0.60029 -2.22921
N -2.65596 0.18258 -1.92735
H -1.06374 -0.93461 -3.42073
H 0.12640 0.24501 -3.46793
H -0.97030 1.37153 -1.65070
H -3.09255 0.83678 -1.27299
N 1.49358 -0.87094 3.07792
C 0.86450 -0.94399 1.75297
C 0.77554 0.89904 0.06717
C 0.59512 0.48640 1.32245
H 1.75662 -1.81881 3.38141
H 0.80312 -0.52862 3.75390
H -0.05933 -1.54486 1.72566
H 1.59010 -1.38000 1.00285
H 0.75508 1.97946 -0.12818
H 1.01073 0.17553 -0.69880
H 0.42639 1.17506 2.05374
*
```



2.
DFT (ωB97M-V/def2-TZVPD) results for a structure of composition C42H35IN5O2PW.

Values from the calculation:
LUMO (alpha / beta) (eV): -5.94 / -6.41
Expectation value of S²: 2.0198
M (g mol⁻¹): 983.49
ΔE to the lowest compared entry with this formula, charge and spin (eV): 0.6843
HOMO-LUMO gap (alpha / beta) (eV): 6.75 / 6.91

Geometry as ORCA input:
```
! RIJCOSX wB97M-V def2-TZVPD def2/J DEFGRID3
* xyz 2 3
W -0.01499 0.49873 0.27276
C -0.31470 -3.93399 -1.12566
C 0.16093 -3.71767 0.28035
N 0.57456 -4.74781 0.98386
C 1.02861 -4.57416 2.24310
C 1.17148 -3.34911 2.83444
C 1.78645 -3.25562 4.20413
O 0.95050 -2.45568 5.04633
C 0.79142 -2.20969 2.07542
C 1.16782 -0.92224 2.58822
N 1.31233 0.18975 1.92751
C 2.12592 1.20768 2.52402
C 3.07935 0.88878 3.49237
C 3.86082 1.86539 4.08646
C 3.73873 3.19423 3.71198
C 2.84258 3.53632 2.71065
C 2.06951 2.54432 2.13808
I 0.81079 3.14477 0.56731
C 0.17942 -2.41427 0.83245
O -0.42006 -1.42575 0.19514
H -0.49992 -4.99385 -1.28084
H 0.45310 -3.60661 -1.83365
H -1.21666 -3.36514 -1.34152
H 1.30935 -5.47611 2.77515
H 2.78946 -2.82008 4.14153
H 1.89544 -4.26348 4.60341
H 1.16119 -2.65172 5.96549
H 1.41364 -0.91476 3.64647
H 3.24337 -0.14570 3.76601
H 4.58734 1.57558 4.83387
H 4.35092 3.95850 4.17157
H 2.75372 4.56252 2.37864
N -2.87095 -0.68652 1.29649
C -2.23064 -0.24683 2.45514
C -2.55538 -0.81082 3.68799
C -2.01321 -0.25629 4.82091
C -1.20077 0.87444 4.71154
C -0.89646 1.33271 3.45754
N -1.34993 0.74784 2.32584
C -3.17581 0.21960 0.28807
C -4.47548 0.30235 -0.20425
C -4.78966 1.29250 -1.10473
C -3.80836 2.21177 -1.46831
C -2.54479 2.03906 -0.97281
N -2.20038 1.02900 -0.14665
H -3.57198 -1.39405 1.45181
H -3.23849 -1.64927 3.74203
H -2.24960 -0.67258 5.79151
H -0.80573 1.37703 5.58340
H -0.25191 2.18912 3.32087
H -5.22820 -0.38613 0.15822
H -5.79778 1.37911 -1.48875
H -4.02244 3.03770 -2.13223
H -1.74944 2.71590 -1.24626
C 1.04916 4.68841 -4.23505
C -0.28173 4.29382 -4.16337
C -0.61269 3.07810 -3.58315
C 0.38929 2.24806 -3.06816
C 1.72099 2.64766 -3.14854
C 2.04623 3.86556 -3.73252
P -0.02479 0.67544 -2.27005
C -1.27844 -0.12893 -3.28483
C -2.12799 -1.06564 -2.69587
C -3.04887 -1.75341 -3.47084
C -3.12514 -1.50800 -4.83615
C -2.27952 -0.57812 -5.42627
C -1.35789 0.11551 -4.65560
C 1.45687 -0.27945 -2.14729
C 2.20695 -0.97363 -3.08368
C 3.36342 -1.59385 -2.63370
C 3.72765 -1.49666 -1.28923
C 2.94345 -0.80938 -0.36940
C 1.76880 -0.18915 -0.79325
H 1.30836 5.63208 -4.69824
H -1.05865 4.92624 -4.57423
H -1.64574 2.75461 -3.57886
H 2.50427 2.00845 -2.76000
H 3.08395 4.16595 -3.80132
H -2.04776 -1.27359 -1.63819
H -3.70371 -2.48616 -3.01474
H -3.84142 -2.04694 -5.44308
H -2.33632 -0.39131 -6.49090
H -0.70297 0.83886 -5.12460
H 1.90464 -1.03134 -4.12347
H 3.98801 -2.14709 -3.32285
H 4.63631 -1.98012 -0.95110
H 3.26027 -0.77475 0.66615
*
```